Entry 1:
Below is a molecular structure, C25H35N3O4PtS4 at a distorted geometry, with properties calculated with wB97M-V/def2-TZVPD.

The geometry in XYZ format:
```
72
Properties=species:S:1:pos:R:3:forces:R:3
Pt 0.042483 0.027761 -0.014283 0.756 1.616 0.608
C -4.967973 -0.042958 -0.528955 -0.413 0.026 0.522
N -4.151387 0.161032 -1.704447 0.064 -0.043 -0.585
C -2.890114 0.541149 -1.682638 0.344 0.094 0.143
N -2.188124 0.658023 -2.812298 -0.040 -0.033 -0.321
S -2.156048 0.933876 -0.171595 0.285 -0.472 0.155
H -5.479674 0.880496 -0.251181 -0.008 -0.077 -0.005
H -4.340867 -0.353494 0.304531 -0.066 -0.034 -0.094
H -5.706400 -0.815894 -0.730876 0.026 0.041 -0.066
H -4.617278 0.050566 -2.598161 0.147 0.054 0.077
H -2.629573 0.581681 -3.718369 0.038 -0.049 0.067
H -1.277659 1.095300 -2.780267 -0.169 -0.044 0.089
O 3.741006 -1.946962 0.554441 0.354 -0.453 -0.237
S 3.450159 -0.709614 1.209263 -0.271 0.867 -0.076
O 3.052501 -0.758614 2.581582 0.207 0.220 0.138
N 2.249250 0.057489 0.302512 0.132 -0.526 0.346
C 2.662720 1.186655 -0.194364 -0.675 0.200 -0.447
S 1.528846 2.038679 -1.120391 -0.373 -0.104 -0.037
C 4.021173 1.577486 0.139061 0.650 0.154 0.191
C 4.676836 2.760311 -0.178877 -0.108 -0.368 0.096
C 5.970838 2.932573 0.290408 0.085 -0.061 -0.028
C 6.597397 1.943551 1.036936 -0.127 -0.154 0.032
C 5.938180 0.756242 1.361084 0.116 -0.155 0.113
C 4.650076 0.599008 0.912168 -0.549 0.010 -0.266
H 4.194951 3.521270 -0.772790 -0.098 0.055 -0.056
H 6.502272 3.842081 0.058980 0.063 0.083 -0.005
H 7.610742 2.089278 1.380063 0.050 0.025 0.016
H 6.426317 -0.010953 1.943229 0.058 -0.009 0.072
O -0.100283 0.791176 2.153359 -0.142 -1.406 -1.031
S 0.004559 1.930973 3.116097 -0.146 1.495 0.321
C 0.562077 3.386415 2.108431 -0.041 -0.234 0.498
C -0.542533 4.424726 2.128592 -0.267 0.037 -0.088
C -1.861821 3.665402 2.219115 0.008 0.086 -0.051
C -1.676964 2.645561 3.327979 0.316 0.046 -0.145
H 0.733609 2.995907 1.105881 -0.029 -0.164 0.104
H 1.497944 3.747367 2.523614 0.140 -0.032 0.014
H -0.503534 5.029716 1.224968 0.063 0.118 -0.003
H -0.433530 5.088210 2.985540 0.006 0.053 0.030
H -2.073152 3.152707 1.278710 0.006 0.100 0.019
H -2.691712 4.338365 2.429937 -0.066 -0.042 0.016
H -2.412389 1.844185 3.335000 0.139 -0.177 0.041
H -1.666744 3.126040 4.306009 0.039 -0.018 0.112
C -1.410186 -2.891584 -1.171832 0.074 0.099 0.326
C -0.007793 -3.083434 -1.754602 0.012 -0.254 0.193
C 0.532258 -1.796563 -2.372462 0.059 0.019 0.174
C 0.968955 -3.664253 -0.754796 -1.823 2.093 0.554
C 1.750568 -4.728833 -1.121432 1.478 -1.563 0.073
C 2.595603 -5.371373 -0.210418 -0.068 0.026 -0.220
C 2.566602 -4.999858 1.121396 0.939 -1.361 -0.705
C 1.802640 -3.944257 1.572730 -0.950 1.986 0.773
C 1.704732 -3.560973 3.004752 0.348 -0.137 0.156
C 0.247632 -3.598480 3.493657 -0.270 0.019 -0.239
C 2.590182 -4.392653 3.925075 -0.051 0.105 -0.229
C 1.075035 -3.129585 0.585937 0.110 -0.586 -0.212
O 0.588769 -2.033533 0.946369 -0.437 -0.361 0.000
H -2.108190 -2.646008 -1.969487 -0.025 0.023 -0.084
H -1.424462 -2.080333 -0.431487 -0.118 -0.290 -0.217
H -1.754723 -3.802822 -0.685857 -0.084 -0.028 0.000
H -0.091334 -3.824190 -2.559622 0.111 0.100 0.027
H 0.475819 -0.951555 -1.626216 0.176 -0.389 -0.701
H -0.058127 -1.511689 -3.240079 -0.026 0.055 -0.003
H 1.575375 -1.917639 -2.653949 0.094 0.275 -0.074
H 1.712526 -5.092775 -2.136983 -0.059 -0.039 -0.164
H 3.221029 -6.189485 -0.533538 0.006 -0.046 -0.023
H 3.143034 -5.571535 1.830309 0.042 -0.090 0.108
H 2.029694 -2.508642 3.068165 -0.124 -0.125 -0.188
H -0.141975 -4.612572 3.405047 -0.093 -0.021 0.075
H -0.376610 -2.917855 2.920325 -0.099 -0.022 0.053
H 0.210432 -3.299192 4.537905 0.058 -0.009 0.035
H 2.267226 -5.432374 3.921843 0.066 -0.143 0.125
H 2.516634 -4.018109 4.942133 -0.019 0.007 0.042
H 3.631708 -4.330483 3.621235 0.168 -0.069 0.067
```
Forces are in eV/Å.

2S+1 = 5
Total charge = +2
Relative energy (zero: lowest compared OMol25 entry of this formula, charge and spin) = 147.2 kJ/mol
<S²> = 6.03
Frontier orbital gap (spin up / spin down) = 8.0 / 3.2 eV

***

Entry 2:
Below is C25H35N3O6S in the gas phase at a distorted geometry, with properties calculated with wB97M-V/def2-TZVPD.

The geometry in XYZ format:
```
70
Properties=species:S:1:pos:R:3:forces:R:3
C 7.438926 3.449294 1.440822 0.073 0.178 -0.157
O 6.917949 2.447496 2.277679 -0.282 -0.310 0.171
C 5.687891 1.942746 1.994156 0.082 -0.061 0.103
C 4.882006 2.338888 0.942444 0.290 0.073 0.088
C 3.637254 1.756074 0.740575 -0.184 -0.123 0.161
C 3.172617 0.782212 1.603973 0.029 0.342 -0.017
C 1.842831 0.102899 1.396221 -0.064 -0.388 0.038
N 0.869167 1.008410 0.836380 0.467 0.366 0.130
C -0.403674 0.647118 0.492060 -0.460 -0.054 -0.204
C -0.847809 -0.681517 0.562905 0.057 0.084 0.080
C -2.098600 -1.019142 0.092205 0.012 0.026 -0.022
C -2.921383 -0.048309 -0.448254 -0.572 -0.106 -0.246
S -4.499592 -0.546870 -1.091401 0.205 -0.050 0.505
O -5.128307 0.585454 -1.719773 0.181 0.122 0.197
O -4.341650 -1.743852 -1.866745 0.022 -0.200 0.149
N -5.271972 -0.991897 0.338757 0.634 0.106 -0.859
C -5.745245 0.131574 1.122288 -0.337 0.472 0.139
C -7.115262 0.613743 0.632771 0.227 0.209 0.060
O -8.043660 -0.449431 0.600574 -0.109 -0.065 0.152
C -7.600944 -1.481511 -0.255212 0.143 -0.269 -0.001
C -6.260905 -2.046315 0.220500 -0.461 -0.273 -0.343
C -2.517328 1.273819 -0.495989 -0.062 0.054 -0.047
C -1.271365 1.622897 -0.021957 0.049 -0.084 0.078
C 2.114952 -1.092731 0.449991 -0.083 0.452 0.033
O 2.409804 -2.185882 0.881316 0.003 -0.358 0.262
N 2.047026 -0.770861 -0.850621 -0.076 0.171 -0.404
C 2.085549 -1.746394 -1.914949 -0.054 -0.360 -0.134
C 0.703046 -1.990294 -2.530556 0.158 0.356 0.141
C 0.016500 -0.741995 -3.100414 -0.014 -0.245 -0.223
C -1.344023 -1.128282 -3.678807 0.158 0.147 0.257
C 0.863055 -0.065411 -4.177732 -0.152 0.010 0.311
C 3.981367 0.369426 2.661408 0.128 -0.009 0.100
C 5.229909 0.926297 2.865820 0.135 0.088 -0.022
O 6.084654 0.581266 3.861995 -0.005 0.290 -0.324
C 5.713549 -0.462646 4.729462 -0.081 -0.188 0.153
H 7.557634 3.094386 0.411608 -0.021 0.014 0.039
H 6.810764 4.346596 1.445371 0.016 -0.046 -0.010
H 8.417147 3.694157 1.851157 -0.063 0.018 -0.067
H 5.213932 3.102130 0.257209 0.090 0.081 -0.030
H 3.045485 2.077479 -0.103171 -0.067 0.023 -0.090
H 1.499940 -0.323989 2.350749 0.079 -0.038 -0.197
H 1.038405 1.990180 0.992353 -0.018 -0.064 0.015
H -0.211025 -1.445744 0.976520 0.044 -0.138 0.064
H -2.451503 -2.037193 0.123452 0.054 -0.198 0.066
H -5.007344 0.930316 1.038454 -0.056 0.117 0.212
H -5.812722 -0.193953 2.165922 0.057 0.059 -0.074
H -7.530491 1.359185 1.313348 0.092 0.008 -0.052
H -7.001027 1.045531 -0.370826 -0.081 -0.001 0.166
H -8.378687 -2.246747 -0.236677 0.083 0.005 -0.085
H -7.482090 -1.096433 -1.279044 -0.079 -0.059 0.044
H -5.872088 -2.771606 -0.493314 -0.159 -0.149 0.120
H -6.374870 -2.512514 1.204644 0.039 0.035 -0.075
H -3.183968 2.006700 -0.922456 -0.037 0.149 -0.039
H -0.943560 2.651842 -0.060558 0.030 0.109 -0.045
H 1.737323 0.157093 -1.093411 -0.021 -0.020 0.190
H 2.459707 -2.673422 -1.474996 0.051 0.112 -0.114
H 2.793348 -1.410571 -2.677614 0.002 -0.090 0.043
H 0.052401 -2.419938 -1.766802 -0.018 -0.114 0.023
H 0.817006 -2.727851 -3.327194 -0.045 -0.092 -0.069
H -0.158774 -0.029059 -2.286442 -0.003 -0.002 0.028
H -1.219715 -1.825835 -4.504299 0.000 -0.108 -0.137
H -1.978078 -1.592392 -2.927482 -0.075 -0.092 0.031
H -1.863343 -0.247937 -4.049910 -0.109 0.087 -0.084
H 1.101227 -0.772368 -4.969532 0.066 -0.087 -0.134
H 0.312944 0.763640 -4.616827 -0.009 0.107 -0.084
H 1.793931 0.325846 -3.773674 0.171 0.068 -0.033
H 3.617641 -0.409511 3.311310 -0.005 -0.093 0.120
H 6.556677 -0.594107 5.405545 -0.088 -0.026 -0.024
H 5.535797 -1.394874 4.184232 -0.004 0.039 0.016
H 4.821649 -0.205306 5.310460 0.026 -0.015 -0.037
```
Forces are in eV/Å.

Total charge = 0
Relative energy (zero: lowest compared OMol25 entry of this formula, charge and spin) = 299.7 kJ/mol
SMILES = COc1ccc([C@@H](Nc2ccc(S(=O)(=O)N3CCOCC3)cc2)C(=O)NCCC(C)C)cc1OC
Frontier orbital gap = 8.7 eV

***

| no. | calculated total energy (eV) |
| --- | --- |
| 1 | -85722.87211 |
| 2 | -54083.16819 |